{"formula": "C3H9N3OPS", "method": "ωB97M-V/def2-TZVPD", "symbols": ["S", "P", "N", "C", "N", "C", "O", "C", "N", "H", "H", "H", "H", "H", "H", "H", "H", "H"], "coordinates": [[-1.81, 3.21, -2.37], [-0.27, 2.13, -1.96], [-0.67, 0.90, -0.78], [0.18, 0.01, -0.26], [0.20, -1.30, -0.64], [-0.40, -2.00, 0.57], [0.37, -1.74, 1.69], [0.43, -0.38, 1.93], [1.03, 0.35, 0.75], [0.73, 2.89, -1.34], [0.20, 1.48, -3.10], [-1.64, 0.90, -0.49], [1.19, -1.56, -0.61], [-1.39, -1.57, 0.72], [-0.52, -3.05, 0.38], [-0.57, 0.00, 2.12], [1.02, -0.16, 2.80], [1.92, -0.12, 0.59]], "mulliken_charge": [-0.294, 0.163, -0.153, 0.032, -0.234, -0.329, -0.327, -0.349, -0.258, 0.130, 0.139, 0.360, 0.339, 0.389, 0.333, 0.416, 0.327, 0.316], "charge": 1, "homo_ev": -12.614, "largest_force_ev_per_a": 2.50, "de_lowest_kcal_mol": 7.8, "smiles": "S=[PH2]NC1=[NH+]COCN1", "homo_lumo_gap_ev": 6.10, "total_energy_ev": -29889.1671}